(1)
C26H33N2O5 | ωB97M-V with the def2-TZVPD basis set

```
! RIJCOSX wB97M-V def2-TZVPD def2/J DEFGRID3
* xyz 1 1
N -1.9675 -0.6488 0.4069
H 5.0855 2.1277 -1.0206
C 2.2763 -0.1861 1.2234
H -3.2867 -1.4893 1.8294
H -1.8154 -1.4907 -0.2289
C -1.4269 2.8526 0.8979
C -2.1743 1.8952 -1.1724
H 2.7952 1.9240 1.1034
O 1.2866 -0.0075 -2.1962
C 5.3270 1.2766 -0.4024
H -1.4245 -1.0048 3.1850
H -6.5006 0.3435 -1.5059
C -3.7256 1.8383 0.8200
H 3.5210 -0.6272 2.9548
C 4.6701 -0.4325 1.1631
C 6.6204 0.7744 -0.3638
C 2.9040 1.0231 0.4963
H -7.4951 0.5093 -0.0459
C -4.3326 -0.9885 0.0237
H 3.3391 -2.0009 1.8651
H -2.8127 0.8781 2.5270
C -7.2148 -0.1582 -0.8571
C -0.7568 -1.4407 2.4467
C 6.9320 -0.3165 0.4306
C -0.2164 3.1752 0.3078
N 1.6027 -1.0724 0.2839
C -0.9610 2.2208 -1.7609
H 0.2328 -1.5046 2.8908
H 0.9558 3.1217 -1.4835
C 4.3567 0.6656 0.3659
H 7.3906 1.2398 -0.9590
O -4.0481 -1.0499 -1.1428
C 1.9921 -0.9776 -2.1199
O -0.2094 -2.0305 -0.6431
C -3.5865 0.6552 1.7904
H -6.2799 -2.0912 -1.1195
H -2.9499 1.4339 -1.7694
C 5.9568 -0.9309 1.2038
H 7.9425 -0.6937 0.4495
H -4.4690 1.6028 0.0570
H 1.5462 0.1377 1.9621
H -1.9905 0.1697 -0.2469
C 2.3828 -1.6399 -0.8020
C -3.2694 -0.6767 1.0981
C 0.0190 2.8577 -1.0203
H 2.4200 1.2052 -0.4626
C -6.6234 -1.4451 -0.3070
C -0.6979 -0.6061 1.1710
H -0.4410 0.4357 1.3742
H -0.7845 1.9788 -2.7958
H -8.1008 -0.3934 -1.4382
H 2.1858 -2.7115 -0.8942
H -4.0961 2.6934 1.3882
H -1.0802 -2.4544 2.2202
H 0.5374 3.6904 0.8838
H -1.6135 3.1227 1.9276
H 2.2902 -1.1863 -3.9944
O 2.5380 -1.5966 -3.1493
C 0.2936 -1.2778 0.1857
C 3.4551 -0.9173 1.9040
C -2.4214 2.2130 0.1651
H 3.4466 -1.4828 -0.6270
O -5.5102 -1.1734 0.5689
H -4.5280 0.5238 2.3252
H -7.3410 -1.9757 0.3194
H 6.2001 -1.7805 1.8235
*
```

Output
* gap between HOMO and LUMO: 9.35 eV
* electronic energy: -40711.818 eV
* highest occupied orbital energy: -11.3 eV
* LUMO: -1.986 eV
* SMILES: CCOC(=O)[C@H](CCc1ccccc1)[NH2+][C@@H](C)C(=O)N(CC(=O)O)C1Cc2ccccc2C1
* strongest force on any atom: 0.019 hartree/bohr
* relative energy (zero: lowest compared OMol25 entry of this formula, charge and spin): 0.0 kJ/mol

---

(2)
C26H33N5O5 | ωB97M-V with the def2-TZVPD basis set

```
! RIJCOSX wB97M-V def2-TZVPD def2/J DEFGRID3
* xyz 0 1
N 2.6448 -3.2856 0.7506
H 1.1478 -2.5189 3.5888
H 1.3874 -4.0642 -1.4839
H 5.2950 -1.7582 -0.7951
H -1.7050 -1.1362 -0.0474
C -4.9457 -0.1731 0.1218
H -3.2994 2.7970 0.3397
C -3.4666 1.7382 0.2522
H 0.4370 4.6393 -1.6471
N 1.2311 -1.1793 1.9855
H 1.0652 -0.4440 -1.1516
C 4.8223 -0.7849 -0.6926
C -0.7055 2.5576 -0.5251
H 2.6779 -5.2851 0.2879
O -1.5295 3.1855 -1.1612
N -0.1864 0.6421 0.8347
H 2.7326 -2.3518 0.3617
H 2.7475 -2.8941 -3.2859
H 0.0711 -0.3482 -3.3980
C 1.9011 -0.0498 1.6846
H 2.7535 -1.8673 3.1742
C 1.3320 -1.2108 -1.8827
H 4.4258 3.9175 -0.2674
C 1.6169 2.1180 0.2975
H -6.0842 -2.5146 0.8629
H 0.2568 -1.2248 1.7269
C 1.0728 0.9388 0.9222
H 2.7162 -5.0092 -2.1537
C 1.8092 -2.2417 2.7640
C 0.7109 2.9125 -0.4322
H 0.6589 -2.0582 -1.7331
C 3.0547 -2.8962 -2.2288
H 4.1362 -4.3918 -0.1930
O -5.8810 1.9694 0.3046
O -6.2395 -0.5830 0.1170
C -2.5578 -0.4817 0.0394
C 1.1592 4.0566 -1.0956
H 3.2013 0.3522 -1.4957
H -5.2109 3.7542 -0.5178
H 4.1432 -2.9747 -2.2089
H -3.9660 -2.0717 -0.0531
C 3.6842 -0.6078 -1.6940
H 4.4542 -0.6822 0.3246
N 2.6783 -1.6557 -1.5591
C 1.1124 -0.6406 -3.2881
H -6.7740 3.7560 0.3396
H -6.1258 -2.3790 -0.9188
C 2.1219 -3.5141 1.9615
C 2.9638 2.4994 0.3476
H -5.2552 3.6997 1.2674
H 2.8335 5.2981 -1.5488
O 1.9338 -4.6184 2.4318
C 2.4867 4.4134 -1.0362
C 2.4737 -4.1372 -1.5441
C -4.7506 1.2256 0.2264
C -6.5068 -1.9602 0.0185
O 3.0685 0.1275 1.9878
H 4.0933 -0.5721 -2.7162
H -7.5917 -2.0494 0.0369
H 1.7333 0.2369 -3.4520
H 3.6561 1.8958 0.9107
C -3.8419 -1.0045 0.0324
N -1.0494 1.4000 0.1727
C -2.3716 0.8841 0.1478
C 3.3853 3.6318 -0.3116
H 1.3423 -1.3771 -4.0543
C -5.7556 3.3712 0.3505
H 5.5760 -0.0200 -0.8631
C 3.0412 -4.3479 -0.1422
*
```

Output
* gap between HOMO and LUMO: 7.75 eV
* electronic energy: -45186.099 eV
* highest occupied orbital energy: -8.1 eV
* LUMO: -0.335 eV
* SMILES: CCN(CC)CCCNC(=O)CNC(=O)c1nn(-c2ccc(OC)c(OC)c2)c(=O)c2ccccc12
* strongest force on any atom: 0.021 hartree/bohr
* relative energy (zero: lowest compared OMol25 entry of this formula, charge and spin): 74.0 kJ/mol

---

(3)
C26H33N9S | ωB97M-V with the def2-TZVPD basis set

```
! RIJCOSX wB97M-V def2-TZVPD def2/J DEFGRID3
* xyz 0 1
H 7.1803 2.3115 1.1841
H -7.0402 2.0283 0.8040
H -5.5258 -1.2624 2.2956
C -2.6761 1.9381 0.2120
C 2.8295 1.1812 -0.9181
C -2.0951 -2.3731 -1.8519
H 3.1528 3.6714 0.4076
C 0.0104 1.2516 0.8964
C 0.2291 -2.7756 -2.6724
H 2.7495 -3.7293 0.6856
C -5.9002 -0.4554 1.6721
C 6.1650 2.3460 0.8425
N -0.4279 -2.7266 1.6197
N 0.7862 -2.2062 1.5318
H -2.1761 -3.4303 -1.6155
N -0.2115 -2.0869 -0.3758
H 3.3271 -3.4517 -0.9640
C 3.9905 1.7943 -0.1979
C -1.0406 0.5623 1.4150
C 0.9426 -1.8019 0.2902
H 2.2046 -1.3290 -1.3233
C -2.3931 0.8600 1.0721
N 0.4583 3.2411 -0.5748
H 2.8802 -1.8217 2.4131
H 0.4061 0.0029 -1.8922
H -0.8684 -0.2523 2.1024
N -1.0279 -2.6645 0.5080
N -1.5857 3.7274 -1.0414
H 0.2715 -3.7953 -2.2946
H -0.7296 -0.3191 -3.2075
C -0.6408 -1.9069 -1.7574
C -0.5596 -0.4278 -2.1396
H 4.2865 -1.2605 -0.2294
C 3.5041 -3.2252 0.0866
C 3.4700 -1.7189 0.3402
S 5.5363 1.0180 -0.0485
H 1.2424 -2.3918 -2.7521
C -3.4759 0.0974 1.5313
H 3.7898 -0.3566 1.9934
C 3.6979 -1.4252 1.8180
H 2.2072 2.0136 -1.2729
H -0.2035 -2.7959 -3.6690
C -6.4364 1.8182 -0.0779
C -3.9834 2.2453 -0.1542
H -6.5937 0.1456 2.2592
C -0.2962 2.3453 0.0469
C -5.0332 1.4841 0.3161
N 1.9722 0.3118 -0.1291
H 3.1828 0.6111 -1.7806
H 4.4768 -3.6254 0.3609
H -1.3304 0.1305 -1.6128
H 2.0313 1.7428 1.3967
H -2.4624 -2.2046 -2.8605
H -6.8974 0.9812 -0.6010
C 1.4503 0.8621 1.1100
C 2.1602 -1.1233 -0.2447
H -3.2695 -0.7449 2.1751
C 5.2441 3.3265 1.0110
H 4.6245 -1.8970 2.1381
H -2.7180 -1.8209 -1.1526
H -4.1493 3.0854 -0.8111
N -1.6031 2.6542 -0.2457
N -0.3656 4.0453 -1.2122
H 5.4384 4.2432 1.5384
H 1.5009 0.1271 1.9141
H -6.4562 2.6884 -0.7281
C -4.7720 0.3880 1.1671
C 4.0033 3.0122 0.4118
H -6.4578 -0.8873 0.8421
*
```

Output
* gap between HOMO and LUMO: 8.49 eV
* electronic energy: -51742.789 eV
* highest occupied orbital energy: -8.3 eV
* LUMO: 0.150 eV
* SMILES: Cc1cc2cc(CN(Cc3cccs3)[C@H](c3nnnn3C(C)(C)C)C(C)C)c3nnnn3c2cc1C
* strongest force on any atom: 0.038 hartree/bohr

---

(4)
C26H33NO6 | ωB97M-V with the def2-TZVPD basis set

```
! RIJCOSX wB97M-V def2-TZVPD def2/J DEFGRID3
* xyz 0 1
H -4.7711 -0.6238 -0.8103
C 0.4183 1.5994 -0.1152
O 4.5119 -0.8396 1.4684
C 7.7436 -0.6571 -0.3938
H 2.8427 -1.8465 3.0107
H 3.9174 -1.1017 -1.1848
C -8.2527 -2.4003 -1.7530
H -5.9373 -0.3838 1.9812
H -4.3221 3.0254 0.0424
C 5.1181 1.0290 0.0942
C 7.3267 -1.5435 -1.5626
O -2.1329 3.1104 -0.4330
C 6.7563 -0.7835 0.7619
O -7.7038 0.5063 -0.4704
C 0.7151 2.4721 -1.2798
H -7.4611 -3.1459 -1.7603
C 2.7162 0.5465 0.6114
C -8.6016 -2.0156 -0.3227
H -4.6787 -1.7621 0.5334
C 4.9309 -1.3410 -0.8589
H -8.9550 -2.8792 0.2438
C -7.0962 -0.2764 0.2096
C 5.3152 -0.4644 0.3437
H -4.8819 1.7190 -1.0070
H 5.8903 -0.1730 -2.3981
H 6.7652 -1.8068 1.1422
H -9.1306 -2.8091 -2.2446
C -5.8183 0.0268 0.9747
H 0.3986 -1.3393 3.1664
H 5.3971 1.5564 1.0122
O -0.7707 0.4420 1.4330
C 3.2098 -0.4427 1.4541
O 3.4499 2.7642 -0.0327
C -3.3254 -0.0959 0.6856
O -7.4506 -1.5521 0.3882
H -5.1757 1.8046 2.0312
H -2.5115 -0.6686 0.2334
H -7.9193 -1.5233 -2.3024
C 1.0371 -0.8411 2.4554
C 0.5252 0.0883 1.5625
H -0.1602 3.0659 -1.5219
C 3.6588 1.3787 -0.2299
C -2.1086 1.9817 0.0400
C -5.5429 1.5354 1.0402
H 0.9853 1.8607 -2.1416
H -6.4688 2.0810 0.8551
H 7.0448 -0.1242 1.5823
H -3.2171 -0.1567 1.7759
H 1.5517 3.1290 -1.0588
C -0.8245 1.3495 0.4080
C 2.3809 -1.1127 2.3702
H 5.6094 -1.8580 -2.8291
H 7.7987 0.3815 -0.7248
H 3.4750 2.9500 0.9131
C 1.3289 0.7775 0.6334
C 5.9130 -1.1951 -2.0163
H 5.7640 1.3873 -0.7045
H 8.7376 -0.9444 -0.0458
N -3.2487 1.2818 0.2457
H 4.9294 -2.3788 -0.5156
H 7.3575 -2.5900 -1.2515
H 3.4567 1.2249 -1.2967
H -9.3614 -1.2274 -0.3170
C -4.6610 -0.7039 0.2728
H 8.0258 -1.4190 -2.3916
C -4.5136 1.9510 -0.0015
*
```

Output
* gap between HOMO and LUMO: 8.78 eV
* electronic energy: -41274.186 eV
* highest occupied orbital energy: -8.2 eV
* LUMO: 0.547 eV
* SMILES: CCOC(=O)C1CCN(C(=O)c2oc3ccc4c(c3c2C)[C@@H](O)CC2(CCCCC2)O4)CC1
* strongest force on any atom: 0.023 hartree/bohr
* relative energy (zero: lowest compared OMol25 entry of this formula, charge and spin): 19.1 kJ/mol

---

(5)
C26H34B2F2N10S4Sn | ωB97M-V with the def2-TZVPD basis set

```
! RIJCOSX wB97M-V def2-TZVPD def2/J DEFGRID3
* xyz -2 1
C 2.7365 -3.1466 -2.5612
N -0.3432 2.2737 4.4832
N -1.0082 -1.2122 0.2093
H -0.0476 6.2671 0.6315
H 1.7026 -0.6605 6.8000
F 2.1672 0.6630 -1.3701
H -2.3975 2.7573 -1.2811
C -1.9408 1.1054 -4.9175
H -3.2387 1.2230 -1.0565
Sn -0.5640 0.9737 -0.3659
H -5.8250 1.0389 -4.5093
C -2.7489 2.1453 -5.3431
H -1.5049 -3.2996 -2.5539
H -1.9587 -4.0312 2.7337
H 1.7820 -4.4238 0.5854
H 5.7975 -2.9740 -3.6631
N 3.8628 -3.3630 -3.2477
H -2.3632 3.1245 -5.6311
H -2.0254 3.8448 4.4545
H 6.7100 -2.8984 -1.2286
C -4.7874 0.9820 -4.7350
C -1.7741 -3.2378 2.0043
H 2.0547 3.3458 -0.2331
H 1.6408 -3.1712 1.7457
H -3.2238 -1.7514 2.7511
H -0.4158 -4.3984 0.7256
H -4.7577 3.0082 -5.3855
C -0.3094 -2.3961 0.2109
H 2.0336 5.2351 -0.1171
N 1.6739 -1.7305 -1.0945
H -2.5878 -0.0933 1.1264
S 0.6171 1.6121 1.7190
H 1.8766 -1.2483 5.1149
C -2.8990 -1.9774 -3.3623
C -2.4269 -1.9988 2.0403
S -4.6808 -1.6228 -3.6903
C 1.9237 -3.3705 0.7109
N -2.5071 -3.0702 -2.6584
C -0.2545 5.3942 1.1758
S 1.4207 -3.9348 -3.1838
N -1.9627 -1.1737 -3.8577
H 1.2243 3.7491 4.3475
H -1.9801 5.6727 2.5128
C -2.0752 -1.0825 1.1002
B 1.3138 -0.4132 -1.7482
H -2.9425 2.2536 0.4231
H 3.0135 -3.0774 0.6021
N 0.9007 0.6006 5.2579
H -2.2774 2.1792 3.5333
B -1.4883 3.0499 3.7476
C 1.2206 -0.7255 5.7828
H 2.8204 1.7892 5.3268
H 0.2694 -1.2241 5.8919
H 2.5585 4.1299 1.2329
C 5.7655 -3.3538 -1.4799
H -0.8882 1.2364 -4.9410
C 1.9083 4.2524 0.3689
C -4.0201 -0.1017 -4.4008
C -2.5605 1.9131 -0.5886
C -4.1837 2.1011 -5.2274
S -1.8051 0.1230 5.3266
H 5.9118 -4.4050 -1.5373
C 0.0606 3.2265 1.7291
C -0.7884 -3.4241 1.0443
C 0.9641 2.7258 4.5818
C -1.1778 5.0691 2.1128
N 2.9191 -2.2055 -1.6214
C 5.1764 -2.8285 -2.7847
N -1.0307 3.7090 2.4325
H 3.8111 -4.1288 -3.9201
H 4.9912 -3.1680 -0.7483
H 5.0839 -1.7252 -2.7831
H -3.2097 -3.7312 -2.2823
N 0.5791 4.2689 1.0269
C 1.7478 1.7082 5.0618
C -2.5653 -0.0856 -4.4039
C -0.4133 1.0069 4.9796
C 1.0580 -2.5470 -0.1701
F 0.6621 -0.3469 -2.9616
*
```

Output
* gap between HOMO and LUMO (alpha / beta): 3.19 / 3.19 eV
* electronic energy: -98377.058 eV
* highest occupied orbital energy (alpha / beta): 0.8 / 0.8 eV
* LUMO (alpha / beta): 3.991 / 3.991 eV
* strongest force on any atom: 0.082 hartree/bohr
* relative energy (zero: lowest compared OMol25 entry of this formula, charge and spin): 236.9 kJ/mol

---

(6)
C26H34Br2IN2O4S2 | ωB97M-V with the def2-TZVPD basis set

```
! RIJCOSX wB97M-V def2-TZVPD def2/J DEFGRID3
* xyz 1 1
H 2.8680 0.4765 -4.2083
H -4.5450 2.5347 -0.0105
H -1.7879 0.0788 -5.7297
H 3.5161 1.6266 1.7809
H -1.4807 3.7536 -1.0686
H -6.0819 1.8682 2.8142
C 3.3194 0.5417 1.3796
H -0.1091 -2.8033 -2.1001
H -1.5200 5.9093 1.2865
C -2.8621 0.1817 2.6590
H 4.8177 -6.3673 -1.3013
H -2.9556 5.4753 0.1386
C 0.5975 0.3930 -5.1169
O 0.1751 4.3922 0.1190
C 3.6385 -2.7881 -2.5529
H 4.4271 -1.7763 -4.6496
H -2.5269 -1.6332 4.1654
H -3.2196 2.4290 2.9223
I -0.7686 -2.5806 0.8949
H 1.0611 1.6243 2.5887
H 1.8964 -1.2406 1.6204
C -1.2313 3.8733 0.0796
C -2.1804 0.1822 1.1315
H -0.0918 -0.1718 0.8050
N -0.8710 -0.5425 1.4030
H -0.0664 2.0098 0.6862
H 2.9745 -0.9136 3.1316
O -2.1782 1.4396 0.3684
H -0.0688 -1.5748 4.3643
H -6.2112 3.0685 0.6900
H 0.7451 1.2494 -5.9080
O -1.5900 0.4418 3.4121
H -2.6143 4.4620 1.7989
H 6.3395 -6.2795 -3.6792
C 4.7573 -5.4461 -2.0327
S 2.5070 0.6917 -0.3428
C -0.9230 -0.2945 -5.0334
C -3.8548 1.4259 3.0479
C -2.1473 4.9907 0.8562
C 2.3186 -0.3673 2.3156
Br -4.4006 1.4346 5.0133
H 1.2975 0.5578 4.1419
H -4.3374 -1.2475 3.8092
C 1.8434 -0.0808 -4.1073
S 5.1995 -0.2928 -1.5322
O -0.0488 -1.5936 3.3478
C -0.3894 -0.2545 2.8407
H -2.1672 -1.9609 -3.7967
C 3.5126 -0.5557 -1.3843
H 4.3441 -0.0556 1.2637
C 5.6345 -5.3701 -3.4281
H 0.3562 4.8251 1.0115
N 2.7411 -1.7085 -1.9891
C 3.7962 -4.1686 -1.6254
C -3.2609 -1.3114 3.2991
C -1.0874 -1.4861 -3.8802
C -1.1789 2.3980 0.8654
H -4.6745 3.8239 1.4804
C -5.0845 2.8293 1.0038
H 6.1150 -3.9826 -5.3621
C 1.0768 0.5252 2.9909
H -3.3755 -2.1389 2.4556
C 0.1606 -1.9585 -2.8776
C 4.4886 -2.7242 -3.9534
C 1.6750 -1.2578 -2.9632
H -1.2541 2.6494 2.0059
C 5.4629 -4.0178 -4.3651
C -5.1720 1.5985 2.0899
H -2.8045 -0.5339 0.4438
H 3.1806 -4.2444 -0.6081
Br -5.7217 -0.0380 1.0836
*
```

Output
* gap between HOMO and LUMO: 5.37 eV
* electronic energy: -208508.233 eV
* highest occupied orbital energy: -10.2 eV
* LUMO: -4.870 eV
* strongest force on any atom: 0.114 hartree/bohr

---

Which value of electronic energy does entry 1 give? -40711.818 eV

---

Number 6 is which compound? C26H34Br2IN2O4S2

---

Look up the electronic energy of the second one. -45186.099 eV